119
Properties=species:S:1:pos:R:3 method="wB97M-V/def2-TZVPD" e_homo_ev="-17.85 / -17.34" total_charge=+4 lumo_ev="-11.828 / -12.947" e_above_lowest_kj_mol=163.7 fmax_ha_per_bohr=0.0108
Sn 0.619 0.106 -0.116
C 2.296 -3.845 -1.846
C 2.428 -3.350 -0.413
C 3.194 -4.360 0.446
C 1.107 -2.989 0.235
C 1.094 -2.323 1.463
C -0.093 -2.013 2.116
C -1.330 -2.364 1.568
C -2.614 -2.132 2.308
C -1.316 -3.007 0.331
C -0.127 -3.309 -0.324
H 3.277 -4.042 -2.276
H 1.787 -3.127 -2.493
H 1.745 -4.786 -1.884
H 3.020 -2.413 -0.434
H 2.620 -5.282 0.549
H 3.396 -3.983 1.449
H 4.145 -4.622 -0.022
H 2.034 -2.057 1.941
H -0.056 -1.525 3.083
H -3.195 -1.318 1.867
H -2.428 -1.889 3.354
H -3.238 -3.024 2.285
H -2.251 -3.325 -0.114
H -0.180 -3.831 -1.271
Te 3.967 0.392 -0.928
C 4.860 -0.123 0.875
C 5.250 -1.413 1.236
C 5.950 -1.597 2.415
C 6.266 -0.507 3.219
C 5.868 0.775 2.862
C 5.147 0.973 1.696
C 4.948 -0.676 -2.405
C 5.245 0.096 -3.540
C 6.021 -0.451 -4.546
C 6.467 -1.760 -4.437
C 6.144 -2.535 -3.323
C 5.388 -2.000 -2.299
H 5.025 -2.266 0.614
H 6.267 -2.589 2.704
H 6.834 -0.659 4.127
H 6.139 1.620 3.480
H 4.853 1.977 1.409
H 4.896 1.118 -3.633
H 6.276 0.143 -5.413
H 7.070 -2.187 -5.228
H 6.493 -3.556 -3.258
H 5.146 -2.609 -1.441
C 1.566 3.456 -4.632
C 2.101 3.008 -3.280
C 1.358 3.616 -2.094
S -0.346 3.039 -2.064
O -0.269 1.672 -1.300
C -1.190 4.173 -0.950
C -0.771 4.194 0.512
C 0.422 5.084 0.837
H 2.134 2.996 -5.439
H 1.650 4.537 -4.747
H 0.520 3.181 -4.774
H 3.146 3.311 -3.175
H 2.085 1.913 -3.205
H 1.310 4.706 -2.172
H 1.796 3.367 -1.125
H -2.234 3.880 -1.067
H -1.080 5.143 -1.446
H -0.607 3.163 0.839
H -1.648 4.531 1.070
H 1.376 4.618 0.584
H 0.440 5.328 1.899
H 0.371 6.035 0.306
C -3.073 3.049 -5.259
C -2.408 1.841 -5.435
C -2.375 0.911 -4.409
C -3.023 1.191 -3.206
C -3.676 2.410 -3.023
C -3.705 3.334 -4.057
Sb -3.085 -0.202 -1.648
C -4.316 0.634 -0.175
C -5.693 0.697 -0.385
C -6.506 1.314 0.554
C -5.947 1.878 1.692
C -4.575 1.828 1.894
C -3.754 1.204 0.966
C -3.825 -2.050 -2.252
C -4.884 -2.608 -1.533
C -5.457 -3.791 -1.967
C -4.961 -4.428 -3.097
C -3.886 -3.889 -3.795
C -3.311 -2.704 -3.373
H -3.110 3.765 -6.070
H -1.932 1.619 -6.380
H -1.864 -0.030 -4.565
H -4.198 2.628 -2.096
H -4.241 4.266 -3.933
H -6.144 0.275 -1.277
H -7.575 1.360 0.396
H -6.584 2.362 2.420
H -4.152 2.290 2.778
H -2.680 1.169 1.131
H -5.271 -2.123 -0.644
H -6.292 -4.217 -1.428
H -5.412 -5.350 -3.437
H -3.507 -4.394 -4.673
H -2.475 -2.294 -3.928
C 1.071 3.069 5.795
N 0.892 2.473 4.474
C 1.852 2.551 3.386
C 1.117 1.766 2.337
O 1.590 1.532 1.169
N -0.050 1.347 2.748
C -0.164 1.791 4.053
N -1.244 1.532 4.761
H 2.134 3.215 5.967
H 0.706 2.386 6.561
H 0.559 4.028 5.863
H 2.808 2.090 3.647
H 2.025 3.580 3.059
H -1.969 0.966 4.351
H -1.363 1.847 5.711

=====

17
Properties=species:S:1:pos:R:3 method="wB97M-V/def2-TZVPD" e_homo_ev="-8.12 / -8.12" lumo_ev="-0.279 / -0.279" e_above_lowest_kj_mol=525.8 fmax_ha_per_bohr=0.0203
C -0.927 1.295 -1.516
C 1.280 -0.338 0.632
C -0.273 -0.778 0.149
N 1.357 1.009 0.876
C -0.787 -0.174 -1.208
C -0.983 -1.217 1.217
N 0.415 -0.886 -1.119
N 2.166 -1.172 0.945
H 0.524 1.459 1.219
H 2.218 1.286 1.324
H 2.045 -2.078 0.501
H -1.601 -0.801 -1.590
H -0.486 -1.576 2.108
H -2.046 -1.029 1.277
H -0.899 1.451 -2.597
H -1.882 1.684 -1.155
H -0.120 1.867 -1.065